No. 1
The following is a quantum chemistry calculation of C28H49N8O4PSSi2 as an isolated structure in a non-equilibrium geometry, from the Open Molecules 2025 dataset.

The geometry in XYZ format:
```
93
Properties=species:S:1:pos:R:3:forces:R:3
C 0.327 0.433 1.697 0.0 -0.3 0.8
C 1.567 0.255 0.884 -0.1 0.6 -0.5
C 2.749 -0.339 1.575 0.4 0.4 -0.2
N 1.638 0.605 -0.347 0.0 -1.1 0.2
Si 0.498 0.221 -1.544 0.1 1.2 -0.1
C 1.351 0.112 -3.204 0.3 -0.1 0.2
C 2.890 0.138 -3.096 0.1 0.1 0.1
N 3.403 1.509 -3.261 0.2 -0.2 0.0
O -0.452 -1.090 -1.214 0.7 0.0 -0.2
Si 0.050 -2.651 -1.212 -0.7 0.0 0.6
N -0.726 -3.477 -2.500 0.4 0.1 -0.1
N 1.813 -2.676 -1.312 -0.3 -0.4 -0.4
C 2.333 -3.516 -2.020 0.5 0.1 -0.2
O 2.875 -4.288 -2.708 -0.2 0.2 0.3
C -0.435 -3.457 0.376 0.1 -0.2 0.1
C -1.241 -2.826 1.325 0.1 -0.2 -0.2
C -1.560 -3.457 2.519 0.0 0.0 0.0
C -1.076 -4.731 2.782 -0.1 0.0 0.0
C -0.286 -5.383 1.844 0.0 0.1 -0.1
C 0.032 -4.747 0.654 0.0 0.1 0.1
P -1.059 1.902 -1.688 -0.7 -0.7 0.3
O -0.268 3.285 -1.576 0.1 0.2 -0.2
O -1.579 1.961 -3.229 0.3 0.0 -0.2
S -2.562 1.726 -0.470 0.1 0.1 0.1
H 0.505 0.119 2.725 -0.2 -0.1 0.1
H 0.003 1.470 1.731 0.1 0.1 -0.3
H -0.521 -0.130 1.322 0.0 0.0 -0.2
H 2.924 0.115 2.549 -0.1 -0.1 0.1
H 3.631 -0.204 0.954 0.0 -0.1 0.0
H 2.575 -1.411 1.693 -0.1 0.0 0.1
H 1.072 0.997 -3.777 -0.1 -0.1 -0.2
H 1.054 -0.782 -3.758 -0.3 0.0 0.0
H 3.328 -0.521 -3.846 0.0 0.1 -0.2
H 3.207 -0.262 -2.135 0.0 -0.1 0.0
H 3.830 1.801 -2.389 -0.2 0.1 0.1
H 4.180 1.473 -3.907 0.0 0.1 0.0
H -0.498 -3.185 -3.442 -0.1 -0.1 -0.1
H -0.710 -4.486 -2.440 -0.1 0.0 -0.1
H -1.618 -1.835 1.122 -0.1 0.1 0.0
H -2.180 -2.941 3.239 0.0 0.0 0.1
H -1.318 -5.209 3.720 0.0 -0.1 0.0
H 0.098 -6.376 2.030 0.0 -0.1 0.1
H 0.672 -5.259 -0.057 0.0 0.0 0.0
H -0.852 4.022 -1.805 0.1 0.1 0.1
H -1.576 1.083 -3.627 -0.2 0.0 -0.1
C -5.460 2.091 3.388 0.0 0.0 0.0
C -5.383 1.177 2.171 0.0 0.1 0.1
C -4.881 -0.232 2.512 -0.1 0.2 -0.1
C -3.532 -0.191 3.061 -0.3 0.1 -0.2
N -2.461 -0.094 3.453 0.5 0.0 0.3
H -4.474 2.241 3.830 0.0 0.0 0.0
H -5.850 3.070 3.111 0.0 0.0 0.0
H -6.115 1.673 4.155 0.0 0.0 0.0
H -4.726 1.620 1.420 0.0 0.0 0.0
H -6.372 1.085 1.719 0.0 -0.1 0.0
H -4.857 -0.857 1.621 0.0 -0.1 0.0
H -5.540 -0.717 3.232 0.0 -0.1 0.0
C 1.190 4.582 5.879 0.0 0.0 0.0
C 0.649 4.604 4.454 0.0 0.0 0.1
C 0.991 3.333 3.668 -0.1 0.2 0.1
C 2.433 3.141 3.543 -0.4 0.0 0.0
N 3.565 2.998 3.446 0.5 -0.1 0.0
H 2.279 4.529 5.887 0.0 0.0 0.0
H 0.899 5.486 6.414 0.0 0.0 0.0
H 0.804 3.724 6.432 0.0 0.0 0.0
H 1.044 5.472 3.924 0.0 0.0 0.0
H -0.437 4.708 4.475 0.0 0.0 -0.1
H 0.571 3.385 2.663 0.0 0.0 0.0
H 0.574 2.452 4.160 0.0 0.0 0.0
C -5.174 -2.860 -1.539 0.0 0.0 0.0
C -6.334 -3.837 -1.383 0.1 0.1 0.0
C -7.401 -3.342 -0.398 0.1 0.0 -0.2
C -6.842 -3.150 0.937 -0.2 -0.1 -0.3
N -6.375 -3.029 1.975 0.2 0.1 0.4
H -4.642 -2.722 -0.596 0.0 0.0 0.0
H -4.454 -3.231 -2.267 0.0 0.0 0.0
H -5.522 -1.883 -1.879 0.0 0.0 0.0
H -5.958 -4.805 -1.048 0.0 0.0 0.0
H -6.814 -3.999 -2.350 -0.1 0.0 0.0
H -8.223 -4.054 -0.321 0.0 0.0 0.0
H -7.816 -2.389 -0.734 0.0 0.0 0.0
C 7.536 3.923 -3.819 0.0 0.0 0.0
C 8.463 2.959 -4.549 -0.1 0.1 0.1
C 7.706 1.819 -5.243 0.1 0.1 0.0
C 6.952 1.014 -4.285 0.2 0.1 -0.2
N 6.381 0.390 -3.514 -0.2 -0.3 0.3
H 6.989 3.419 -3.021 0.0 0.0 0.0
H 8.106 4.734 -3.366 0.0 0.0 0.0
H 6.808 4.364 -4.502 0.0 0.0 0.0
H 9.182 2.535 -3.846 0.0 0.0 0.0
H 9.035 3.498 -5.305 0.0 0.0 0.0
H 8.396 1.159 -5.769 0.0 0.0 0.0
H 7.004 2.221 -5.976 0.0 0.0 0.0
```
Positions in Å, forces in eV/Å.

Output
Total energy (hartree): -3154.14899
HOMO energy (eV): -8.14

No. 2
The following is a quantum chemistry calculation of C28H50BeN3O2P2 as an isolated structure in a non-equilibrium geometry, from the Open Molecules 2025 dataset.

The geometry in XYZ format:
```
86
Properties=species:S:1:pos:R:3:forces:R:3
Be -0.262 0.232 0.050 -2.0 -0.7 1.0
P 0.789 0.722 2.080 -0.4 0.2 0.6
P -0.840 -0.371 -2.148 -0.8 0.0 -0.2
N -0.830 1.822 -0.148 1.1 1.4 -0.9
C 0.273 2.488 1.971 0.0 0.3 -0.3
H -0.015 2.862 2.962 0.1 0.1 -0.3
H 1.151 3.053 1.631 -0.1 -0.1 0.2
C -0.856 2.740 0.945 -1.2 0.5 0.5
H -1.862 2.655 1.436 0.5 0.1 0.1
H -0.794 3.806 0.591 0.0 -0.8 0.3
C -1.710 2.165 -1.222 -1.2 0.4 0.3
H -1.634 3.256 -1.484 0.0 -0.8 0.2
H -2.761 2.027 -0.850 0.3 0.0 -0.5
C -1.456 1.328 -2.497 0.1 0.3 0.0
H -0.668 1.837 -3.066 -0.2 -0.1 0.0
H -2.358 1.291 -3.121 0.3 0.1 0.1
C -2.321 -1.458 -2.430 0.2 0.2 -0.2
C -2.046 -2.911 -2.020 -0.3 -0.2 0.0
H -3.005 -3.393 -1.775 0.3 0.0 0.0
H -1.402 -2.987 -1.133 -0.2 0.0 -0.3
H -1.592 -3.491 -2.838 -0.1 0.2 0.3
C 0.425 -0.705 -3.449 0.0 0.2 -0.1
C 0.868 -2.168 -3.497 0.2 -0.1 -0.1
H 1.747 -2.250 -4.147 -0.1 0.0 0.1
H 0.100 -2.821 -3.927 0.1 0.2 0.1
H 1.156 -2.552 -2.515 -0.1 0.0 -0.1
C 2.627 0.770 2.250 0.0 0.3 0.0
C 3.231 -0.585 2.619 0.2 -0.1 0.0
H 4.322 -0.524 2.518 -0.2 0.0 0.0
H 2.891 -1.390 1.962 0.0 0.0 0.2
H 3.029 -0.861 3.660 0.0 0.1 -0.2
C 0.038 0.125 3.670 0.1 0.3 -0.2
C 0.219 -1.387 3.857 -0.1 -0.2 0.3
H -0.589 -1.759 4.504 0.2 0.0 -0.1
H 1.171 -1.629 4.354 -0.3 0.1 -0.2
H 0.162 -1.940 2.910 0.1 0.2 0.3
C 0.758 -1.294 0.034 2.5 -4.0 0.1
C 0.059 -0.207 -4.846 0.2 0.0 -0.3
H -0.754 -0.787 -5.292 0.1 0.1 0.1
H -0.211 0.850 -4.865 0.0 -0.1 0.0
H 0.930 -0.329 -5.501 -0.1 0.0 0.0
C 3.161 1.866 3.172 0.3 0.1 0.1
H 4.254 1.889 3.092 -0.1 0.0 0.0
H 2.799 2.861 2.906 0.0 -0.1 0.1
H 2.925 1.674 4.223 0.0 0.1 -0.2
C 0.477 0.903 4.914 -0.3 -0.2 0.4
H -0.218 0.665 5.731 0.2 0.1 -0.1
H 1.476 0.602 5.256 -0.3 0.1 -0.2
H 0.449 1.991 4.778 0.1 -0.3 0.0
C -2.904 -1.376 -3.844 -0.5 -0.3 0.0
H -2.311 -1.952 -4.568 -0.1 0.2 0.2
H -3.906 -1.830 -3.829 0.2 0.1 -0.1
H -3.024 -0.347 -4.205 0.1 -0.3 0.0
H -3.074 -1.047 -1.730 0.4 0.0 -0.2
H -1.039 0.318 3.513 0.3 0.0 -0.1
H 1.284 -0.110 -3.092 -0.2 -0.1 0.0
H 2.947 1.008 1.220 -0.1 0.0 0.2
O 1.446 -2.237 0.011 -2.2 3.2 0.0
H 0.664 1.649 -0.681 -1.2 -1.5 0.9
H 0.866 0.772 -0.521 3.6 0.8 -1.6
C -5.347 -3.029 2.686 -0.3 -0.5 0.2
N -4.008 -2.693 2.247 -0.8 -0.7 0.5
N -3.694 -1.461 1.784 0.5 0.8 -0.4
C -2.410 -1.477 1.302 1.0 0.9 -0.5
O -1.854 -0.424 0.815 -0.6 -1.1 0.4
C -1.932 -2.801 1.507 -0.3 0.0 0.1
C -2.964 -3.522 2.091 0.4 0.6 -0.3
C -3.036 -4.943 2.495 0.2 -0.8 0.2
C -4.648 -0.403 1.736 -0.4 0.2 -0.1
C -5.323 -0.034 2.902 -0.1 0.3 -0.3
C -6.333 0.928 2.831 0.2 0.0 -0.2
C -6.640 1.526 1.601 0.1 0.0 0.1
C -5.948 1.158 0.438 0.2 0.0 0.3
C -4.941 0.188 0.504 -0.3 0.0 0.2
H -5.331 -4.090 2.932 0.0 0.1 -0.1
H -6.102 -2.875 1.904 0.3 0.1 0.1
H -5.638 -2.488 3.592 0.1 -0.1 -0.3
H -0.937 -3.133 1.247 -0.3 -0.1 0.1
H -3.258 -5.080 3.565 0.1 0.2 -0.3
H -3.803 -5.504 1.938 0.3 0.3 0.1
H -2.065 -5.411 2.293 -0.3 0.1 0.1
H -5.067 -0.504 3.847 0.0 0.2 -0.1
H -6.861 1.219 3.743 0.2 -0.1 -0.4
H -7.407 2.306 1.561 0.3 -0.4 0.0
H -6.174 1.640 -0.517 0.0 -0.2 0.4
H -4.395 -0.138 -0.386 -0.2 0.2 0.4
```
Positions in Å, forces in eV/Å.

Output
Charge: +1
Total energy (hartree): -2108.85883
HOMO energy (eV): -9.46

How do the records compare in HOMO-LUMO gap? In the order shown, they have 8.585 7.511 eV.
How do the records compare in LUMO? In the order shown, they have 0.44 -1.95 eV.